#a
Computed, not measured: a cluster of 2 separate species, C5H13NO3 in total, with the ωB97M-V functional and the def2-TZVPD basis.

```
! wB97M-V def2-TZVPD RIJCOSX def2/J DEFGRID3
* xyz 0 1
C 0.000 0.000 0.000
N -0.144 -1.170 0.782
C 0.563 -0.933 2.007
C 0.506 -2.191 2.863
C 0.895 -1.704 4.248
O 1.167 -2.776 5.114
C 1.469 -2.541 6.365
O 1.389 -3.339 7.270
H -0.117 0.968 0.516
H -0.659 -0.009 -0.884
H 1.045 -0.094 -0.340
H 0.401 -1.911 0.323
H 1.605 -0.762 1.674
H 0.214 -0.010 2.508
H -0.468 -2.708 2.769
H 1.291 -2.883 2.501
H 0.010 -1.156 4.623
H 1.758 -1.011 4.277
H 1.741 -1.469 6.428
O -1.393 1.574 -3.424
H -1.678 1.513 -4.364
H -1.912 0.878 -2.962
*
```

Values from the calculation:
- E_HOMO: -0.3377 Ha
- HOMO-LUMO gap: 9.9 eV



#b
Computed, not measured: a structure of composition C5H13NO3, with the ωB97M-V functional and the def2-TZVPD basis.

```
! wB97M-V def2-TZVPD RIJCOSX def2/J DEFGRID3
* xyz 0 1
C -1.449 0.023 -1.538
C 0.639 1.346 -2.059
O 0.117 0.256 -1.328
O -1.889 -0.822 -0.634
H -0.938 -1.315 -0.042
H -1.869 1.040 -1.454
H -1.478 -0.332 -2.586
H 0.190 2.297 -1.744
H 0.444 1.202 -3.128
H 1.716 1.366 -1.899
C -0.220 -1.891 1.960
C 0.122 1.048 1.358
C 0.923 0.049 0.595
O 0.166 -1.445 0.666
N 2.152 0.049 0.447
H 2.542 -0.715 -0.095
H 0.567 -1.709 2.695
H -0.409 -2.963 1.903
H -1.138 -1.376 2.259
H -0.934 0.912 1.140
H 0.444 2.043 1.058
H 0.301 0.937 2.426
*
```

Values from the calculation:
- E_HOMO: -0.3434 Ha
- HOMO-LUMO gap: 10.3 eV



Tell me which of them is the most stable. Sure, it is #a.



#a
Computed, not measured: a structure of composition C5H13NO3, with the ωB97M-V functional and the def2-TZVPD basis.

```
! wB97M-V def2-TZVPD RIJCOSX def2/J DEFGRID3
* xyz 0 1
C 0.582 -0.235 1.073
C 0.143 -0.433 2.497
C -0.817 1.066 0.393
C 1.872 0.530 0.881
O 0.457 -1.361 0.363
H 0.624 -1.138 -0.603
H 2.679 -0.071 1.310
H 0.110 0.510 3.037
H -0.830 -0.917 2.531
H 0.868 -1.090 2.986
H -1.687 0.467 0.655
H -1.104 1.748 -0.422
H -0.659 1.800 1.180
H 2.085 0.693 -0.173
H 1.841 1.483 1.404
N -0.615 -0.087 -2.742
C -1.516 -1.096 -2.754
O 0.379 0.018 -1.785
O -2.352 -1.249 -3.622
H -0.122 0.587 -0.806
H -0.484 0.487 -3.564
H -1.453 -1.712 -1.837
*
```

Values from the calculation:
- E_HOMO: -0.3272 Ha
- HOMO-LUMO gap: 9.5 eV



#b
Computed, not measured: a cluster of 2 separate species, C5H13NO3 in total, with the ωB97M-V functional and the def2-TZVPD basis.

```
! wB97M-V def2-TZVPD RIJCOSX def2/J DEFGRID3
* xyz 0 1
C 1.337 1.611 1.688
N 1.789 0.335 1.221
C 1.091 -0.715 0.631
O 1.462 -1.855 0.918
C -0.144 -0.319 -0.152
C -0.944 -1.713 -0.260
C -2.427 -1.299 -0.533
O -0.521 -2.480 -1.435
H 1.355 1.592 2.752
H 0.290 1.942 1.425
H 1.898 2.418 1.111
H 2.783 0.028 1.377
H -0.077 -0.043 -1.188
H -0.670 0.446 0.349
H -0.873 -2.302 0.587
H -2.633 -0.561 -1.094
H -2.837 -2.207 -0.976
H -3.073 -1.120 0.341
H 0.387 -2.627 -1.378
O 0.495 3.216 -1.621
H 0.085 2.979 -2.431
H 1.228 2.672 -1.335
*
```

Values from the calculation:
- E_HOMO: -0.3517 Ha
- HOMO-LUMO gap: 10.1 eV



#c
Computed, not measured: a cluster of 2 separate species, C5H13NO3 in total, with the ωB97M-V functional and the def2-TZVPD basis.

```
! wB97M-V def2-TZVPD RIJCOSX def2/J DEFGRID3
* xyz 0 1
C 1.321 1.274 -1.517
N 2.678 1.259 -1.026
C 3.069 0.547 0.043
O 2.360 -0.125 0.755
O 4.405 0.683 0.248
H 1.321 1.202 -2.604
H 0.795 0.413 -1.104
H 0.806 2.190 -1.217
H 3.378 1.812 -1.495
H 4.653 0.156 1.021
C -2.760 -1.285 -0.520
C -1.850 -0.441 0.355
C -2.221 -0.515 1.831
O -0.523 -0.983 0.089
H -2.067 -1.575 -1.340
H -3.627 -0.723 -0.856
H -3.059 -2.203 -0.008
H -1.863 0.609 0.017
H -1.547 0.098 2.427
H -2.153 -1.544 2.180
H -3.239 -0.158 1.971
H 0.121 -0.693 0.751
*
```

Values from the calculation:
- E_HOMO: -0.3643 Ha
- HOMO-LUMO gap: 10.7 eV



Tell me which of them is the most stable. Sure, it is #c.



#a
Computed, not measured: a cluster of 2 separate species, C2H8O2S in total, with the ωB97M-V functional and the def2-TZVPD basis.

```
! wB97M-V def2-TZVPD RIJCOSX def2/J DEFGRID3
* xyz 0 1
C -0.060 0.321 0.589
S 0.652 -0.170 -0.987
C -0.895 -0.180 -1.888
O -1.612 -1.332 -1.680
H -0.623 -0.559 0.944
H -0.761 1.164 0.472
H 0.689 0.590 1.352
H -0.590 -0.167 -2.953
H -1.609 0.652 -1.733
H -1.950 -1.499 -2.584
O 2.298 0.382 3.221
H 2.859 0.855 2.566
H 1.602 -0.056 2.681
*
```

Values from the calculation:
- E_HOMO: -0.3324 Ha
- HOMO-LUMO gap: 9.7 eV



#b
Computed, not measured: a cluster of 2 separate species, C2H8O2S in total, with the ωB97M-V functional and the def2-TZVPD basis.

```
! wB97M-V def2-TZVPD RIJCOSX def2/J DEFGRID3
* xyz 0 1
C 0.000 0.000 0.000
S 0.198 1.734 0.516
C 1.434 1.661 1.895
O 0.788 1.447 3.154
H -0.806 -0.019 -0.752
H -0.223 -0.753 0.774
H 0.948 -0.273 -0.493
H 2.030 2.594 1.862
H 2.133 0.811 1.774
H 1.319 1.923 3.826
O -2.900 2.957 0.709
H -2.668 2.552 -0.157
H -3.841 2.708 0.854
*
```

Values from the calculation:
- E_HOMO: -0.3183 Ha
- HOMO-LUMO gap: 9.4 eV



Tell me which of them is the most stable. Sure, it is #b.